Entry 1:
Molecular formula: C16H34O18S5
Method: DFT, ωB97M-V with the def2-TZVPD basis set

```
73
Properties=species:S:1:pos:R:3:forces:R:3
C 2.598 3.824 -1.698 -0.1811 0.0992 -0.2786
C 3.803 2.891 -1.977 0.4645 1.4699 -0.9961
C 4.774 2.963 -0.796 -0.2490 -1.5906 0.5656
S 3.933 3.787 0.577 0.1162 -0.2254 -0.9180
O 4.425 5.133 0.703 0.0680 0.2055 0.2404
O 3.919 2.870 1.681 0.0080 0.2182 0.4978
C 2.323 3.814 -0.212 -0.0071 -0.6131 0.4902
H 1.705 3.534 -2.252 0.0564 -0.1892 0.0241
H 2.850 4.820 -2.066 0.0045 0.1061 0.2932
H 4.312 3.354 -2.829 -0.0299 -0.2739 -0.0982
H 3.518 1.901 -2.318 -0.0258 -0.1985 0.5801
H 5.780 3.333 -0.968 -0.2324 0.6238 -0.1624
H 4.932 1.956 -0.399 -0.0582 0.0511 0.0310
H 1.729 4.617 0.216 0.1378 0.2006 -0.1599
H 1.884 2.861 0.096 -0.1093 0.0469 -0.1145
C -0.674 -6.296 -0.989 0.9865 -0.4409 -1.0677
C -1.247 -5.280 -1.979 -0.1569 -0.0267 0.0726
C -0.210 -4.154 -2.177 -0.6230 0.0997 0.4284
S 0.986 -4.294 -0.822 -0.7323 -0.6610 0.0575
O 1.016 -3.074 -0.061 0.3222 0.2372 -0.0978
O 2.181 -4.933 -1.303 0.1962 0.2391 -0.1063
C 0.018 -5.506 0.086 -0.2262 0.5783 1.0718
H 0.131 -6.797 -1.547 -0.0796 -0.2387 0.2222
H -1.352 -7.087 -0.683 -0.2346 0.2694 0.2681
H -2.179 -4.887 -1.568 0.0397 0.2052 -0.1162
H -1.471 -5.725 -2.947 -0.1018 -0.1501 0.0920
H -0.713 -3.196 -2.065 0.3069 0.1770 -0.1179
H 0.307 -4.197 -3.128 0.1432 -0.0977 0.0443
H -0.628 -4.892 0.724 -0.3640 -0.0788 -0.3498
H 0.620 -6.047 0.816 0.3875 -0.1875 -0.4565
C -1.382 4.654 0.828 0.3667 -0.1741 0.4846
C -2.432 3.980 1.722 -0.6344 0.0141 0.0755
O -3.280 3.212 0.826 0.2245 -0.2463 0.0413
S -2.650 3.159 -0.621 -0.1037 0.4470 0.0978
O -3.676 3.272 -1.583 -0.1297 0.0350 -0.1866
O -1.708 2.101 -0.686 0.3851 -0.4242 0.0117
O -1.872 4.544 -0.510 -0.2129 -0.0342 -0.2162
H -0.439 4.117 0.931 0.0110 0.0403 -0.1271
H -1.227 5.703 1.060 -0.1125 0.0636 -0.1020
H -3.154 4.639 2.198 0.3512 0.3039 0.0969
H -1.960 3.336 2.459 -0.0572 -0.1162 -0.0687
C 2.380 -0.775 -5.111 -0.4955 -0.2734 -0.9145
C 1.783 -2.120 -4.685 0.1437 -0.0218 -0.2116
O 1.656 -2.036 -3.269 0.4219 0.0204 0.5470
S 1.356 -0.534 -2.822 -0.0523 -0.1807 -0.8747
O 2.052 -0.211 -1.643 0.4451 -0.0002 0.3501
O -0.037 -0.301 -2.907 -0.5546 0.0195 0.0107
O 2.061 0.150 -4.085 0.1562 0.2294 0.4226
H 1.903 -0.461 -6.042 0.0495 0.1897 0.1084
H 3.453 -0.818 -5.290 0.0680 0.0672 0.4081
H 2.464 -2.928 -4.941 -0.0764 -0.1369 0.2601
H 0.801 -2.318 -5.117 0.0028 0.1566 -0.0437
C -1.358 -0.059 1.715 0.5786 1.4689 -0.1240
C -0.085 -0.213 0.871 0.7545 -1.0044 0.7653
O 0.753 0.918 1.176 0.0060 0.9209 -0.3668
S 0.538 1.326 2.689 -0.6306 -0.2038 -0.5224
O 0.643 2.724 2.876 0.0404 0.5260 -0.3353
O 1.262 0.461 3.537 0.1308 -0.5835 0.3141
O -1.016 0.982 2.673 -0.0673 -0.2231 0.7609
H -1.620 -0.961 2.252 -0.1914 -0.0879 -0.1441
H -2.148 0.439 1.162 -0.3058 -0.6882 -0.1623
H -0.252 -0.313 -0.193 0.0295 0.4219 -0.0717
H 0.516 -1.049 1.226 -0.3371 -0.3773 -0.2624
C -4.048 -0.954 4.005 -0.4576 -0.7527 -0.3131
C -3.763 -0.989 5.483 0.7211 0.6557 0.0441
O -4.859 -0.397 6.171 -0.1012 -0.1143 -0.0004
O -5.266 -1.621 3.699 0.0972 0.0723 -0.0880
H -3.280 -1.519 3.476 0.1252 0.0473 0.0768
H -4.047 0.061 3.599 -0.0408 0.1317 0.2206
H -2.850 -0.395 5.638 -0.0941 -0.0497 0.1706
H -3.548 -1.996 5.846 -0.2498 -0.1220 -0.1519
H -4.994 -0.861 7.000 0.0011 0.0694 -0.0001
H -5.942 -1.246 4.271 -0.0316 0.0593 0.0808
```
Forces are in eV/Å.

The value obtained for the relative energy (zero: lowest compared OMol25 entry of this formula, charge and spin) is 0.0 kJ/mol. As for the spin multiplicity: 1. The calculation puts the total energy at -3975.187470 Ha. The largest force on an atom comes out at 1.84 eV/A. As for the orbital gap: 0.3685 Eh.

Entry 2:
Molecular formula: C3H10N2O2
Method: DFT, ωB97M-V with the def2-TZVPD basis set

```
17
Properties=species:S:1:pos:R:3:forces:R:3
C 1.407 -0.869 0.413 -0.0675 -0.7515 -1.1220
C 0.026 -0.267 0.352 0.0123 -0.3745 1.1563
O -0.187 0.898 0.616 -0.0994 0.1246 -0.1096
N -0.995 -1.180 0.092 0.8176 0.9714 -0.8661
C -2.275 -0.566 -0.314 0.2980 -0.4091 -0.5676
N -2.240 0.247 -1.541 -0.4599 -0.9608 1.2113
H 1.932 -0.741 1.345 -0.0996 0.2856 0.3554
H 2.004 -0.432 -0.379 0.2290 0.4259 -0.0081
H 1.378 -1.932 0.160 -0.0473 -0.0151 0.3044
H -0.621 -1.897 -0.526 -0.5245 -0.1925 0.2414
H -2.554 0.042 0.538 -0.5013 0.0082 -0.0807
H -2.943 -1.403 -0.508 -0.2568 0.0788 0.4137
H -1.924 1.163 -1.277 0.6017 0.2363 -0.4254
H -1.618 -0.255 -2.158 0.1555 0.6436 -0.4499
O 3.092 2.082 1.122 0.1215 0.1134 -0.0536
H 3.294 2.845 0.567 -0.0860 -0.1346 0.1267
H 2.226 2.265 1.499 -0.0932 -0.0499 -0.1262
```
Forces are in eV/Å.

Its SMILES is CC(=O)NCN.O. The value obtained for the relative energy (zero: lowest compared OMol25 entry of this formula, charge and spin) is 79.0 kJ/mol. As for the spin multiplicity: 1. The calculation puts the total energy at -380.306594 Ha. The largest force on an atom comes out at 1.61 eV/A. As for the orbital gap: 0.3809 Eh.